Record 1
ORCA calculation (wB97M-V/def2-TZVPD) on 2 unconnected molecules or ions with the total composition C4H14NOS in a non-equilibrium geometry.

```
21
Properties=species:S:1:pos:R:3:forces:R:3
C 2.0614 1.4502 1.3235 3.2147 0.6337 0.8161
C 0.7024 0.9149 1.1047 0.2291 -1.2887 1.0995
C -0.0170 1.4309 -0.1208 -0.5659 -2.4241 -1.7174
C -1.5271 1.0321 0.0017 0.9726 1.0563 -2.6923
S -1.8952 -0.6833 -0.5564 -0.8134 0.3323 0.3096
N 0.7406 -0.6493 0.9685 -0.3731 3.3487 -0.8208
H 2.1685 2.5279 1.5998 -1.0055 -0.4857 -0.2847
H 2.7427 1.3607 0.4767 -0.1929 -0.2629 -0.2469
H 2.6337 0.9757 2.1734 -0.8952 0.0015 -0.7715
H 0.2370 1.0133 2.1064 -0.6549 0.3800 -0.9075
H 0.1314 2.5031 -0.2696 -0.0287 -0.1835 0.0416
H 0.3779 0.7939 -1.0906 -0.4936 2.0816 2.2713
H -2.1223 1.8159 -0.5073 0.0573 -0.7985 -0.0214
H -1.7797 1.0875 1.0060 -0.7523 -0.1765 1.9208
H -1.1372 -0.8035 -1.6557 0.1814 0.3783 0.0312
H 0.9894 -0.8155 -0.0038 0.8926 -0.8509 -0.4313
H -0.1896 -0.9949 1.0665 -1.2902 -0.6974 0.3118
H 1.3253 -1.0318 1.6690 1.5240 -1.1144 1.0504
H 2.0782 -2.0580 -1.6113 2.1655 0.0493 0.2518
H 1.0450 -2.7192 -2.5302 0.1358 -0.1695 -0.1599
O 1.1652 -2.1432 -1.7701 -2.3072 0.1903 -0.0504
```
Forces are in eV/Å.

The value obtained for the energy is -688.82105 a.u. The expectation value of S² is 0.750. The calculation puts the energy above the lowest of the compared OMol25 structures with the same formula, charge and spin at 32.4 kcal per mole. The calculation puts the LUMO energy (spin up / spin down) at 0.58 / 0.57 eV. As for the spin multiplicity: 2. For the gap between HOMO and LUMO (spin up / spin down), the calculation gives 3.315 / 10.242 eV. The total charge is 0.

***

Record 2
ORCA calculation (wB97M-V/def2-TZVPD) on a molecular structure, C54H97MgN13O2 in a non-equilibrium geometry.

```
167
Properties=species:S:1:pos:R:3:forces:R:3
Mg -2.6077 -0.1548 2.1123 -0.5359 -0.3208 0.0069
C -0.8431 2.5489 3.8270 0.6074 -0.1516 0.1277
C -2.1401 1.8233 4.2471 0.5941 -0.0935 -0.0281
C -2.9118 2.7444 5.1702 0.1170 0.5618 0.5125
O -2.8826 1.3962 3.1771 -0.0749 -0.2655 -0.7691
H -0.1446 1.9544 3.1922 -0.7187 0.1147 0.1841
H -0.2621 2.7493 4.7356 -0.0148 0.2869 -0.0930
H -1.0390 3.5157 3.3263 -0.1226 -0.4139 0.1295
H -1.8714 0.9449 4.8882 0.1862 0.3671 -0.1915
H -3.0981 3.7548 4.7554 -0.0743 -0.5850 -0.0594
H -2.3356 2.8974 6.0943 -0.0861 0.0023 -0.1062
H -3.8385 2.2572 5.4514 -0.3270 0.1036 -0.0419
C 1.0753 -0.6382 0.9301 -0.2949 0.3894 0.4674
C -0.2536 0.0666 0.5095 0.9900 0.2168 0.7269
C -0.1833 0.4426 -0.9659 -0.7084 -0.7046 0.0835
O -1.3093 -0.7626 0.8209 -0.4357 0.1296 -0.0473
H 1.9743 -0.1732 0.5335 0.1077 0.2602 -0.2445
H 1.0759 -1.6913 0.6233 -0.1864 0.1439 -0.0200
H 1.1855 -0.5915 2.0224 -0.1609 -0.1794 -0.2351
H -0.3371 1.0289 1.0857 0.3175 -0.2998 -0.1683
H 0.7231 0.9612 -1.2541 0.2685 -0.0403 0.0071
H -1.0422 1.0364 -1.2566 -0.1886 0.2036 0.0166
H -0.2920 -0.5009 -1.4997 0.2272 0.0589 -0.3956
C 2.0647 3.6915 2.0013 -1.0531 1.3506 -1.1055
C 2.7465 2.8044 2.8464 1.1129 -1.3604 0.9916
N 3.3318 2.0585 3.4941 0.0242 -0.0863 0.0602
H 1.0719 3.2956 1.7799 0.0289 0.0299 -0.1056
H 2.6287 3.8540 1.0780 -0.0675 -0.0395 0.0934
H 1.9247 4.6521 2.4955 -0.0289 0.0679 -0.0348
C -6.2514 -3.2064 1.2867 0.1711 0.1347 -1.0394
C -5.1115 -2.4007 1.7427 -5.4292 -3.7341 -1.9970
N -4.3006 -1.7707 2.1428 5.0184 3.7724 2.0524
H -6.3685 -3.0689 0.1997 0.2921 0.0191 0.3593
H -7.2047 -2.9172 1.7203 0.2272 0.0942 0.4583
H -6.0511 -4.2617 1.4396 -0.0115 -0.0810 0.2158
C 5.6558 -0.3860 -0.6628 0.2399 -0.7068 0.2952
C 5.0486 -1.2199 0.4605 0.3043 0.3995 0.3683
C 5.5594 -0.8086 1.8503 -0.3100 -0.1218 0.4139
C 4.9199 -1.6424 2.8788 0.1204 -0.2100 0.4887
N 4.4709 -2.3246 3.6925 0.0579 0.2983 -0.4844
H 5.4922 0.6756 -0.5310 -0.0954 0.2730 0.1355
H 5.2462 -0.6919 -1.6188 -0.0834 -0.0104 -0.2257
H 6.7262 -0.5853 -0.6803 0.1573 0.2049 -0.1652
H 5.2729 -2.2823 0.3417 -0.0395 0.0315 -0.2339
H 3.9753 -1.1064 0.4828 -0.4081 -0.0716 -0.1044
H 5.3573 0.2259 2.1176 -0.3206 0.2248 -0.2157
H 6.6317 -0.9077 1.9826 0.2803 -0.2601 -0.2264
C 1.0955 0.2702 5.5780 0.0283 0.3880 0.4546
C 1.5075 -1.0579 5.0010 0.4081 -0.8661 0.4905
C 0.4364 -2.1233 5.2504 -0.2642 0.2300 -0.3515
C -0.7672 -1.8084 4.4877 0.3484 -0.2243 0.1354
N -1.6592 -1.5082 3.8402 -0.5145 0.3038 -0.4609
H 0.2764 0.6846 4.9978 -0.0233 0.0615 0.0584
H 1.9280 0.9594 5.5371 0.1361 0.2889 -0.1504
H 0.7728 0.2443 6.6409 0.1482 -0.3490 -0.5534
H 2.3990 -1.4923 5.4812 -0.0649 0.5089 -0.1824
H 1.7290 -1.0064 3.9243 -0.0581 0.1076 0.4220
H 0.1622 -2.1591 6.3009 0.0597 -0.0665 0.1887
H 0.8117 -3.0889 4.9418 -0.0665 -0.3972 -0.0711
C -2.9973 2.4072 -2.7101 0.1805 -0.5493 0.5694
C -3.7776 1.1364 -3.0819 0.0922 -0.1723 -0.8539
C -4.8384 0.7873 -2.0520 -0.1399 0.4059 0.2720
C -4.3336 0.6741 -0.6966 -0.7379 0.3141 -1.9848
N -4.0191 0.5597 0.3786 1.1320 -0.2370 2.5861
H -3.5569 3.3338 -2.7250 -0.4666 0.0973 -0.0287
H -2.1377 2.5531 -3.3473 0.2485 -0.0640 -0.4106
H -2.5822 2.2810 -1.6925 -0.2840 0.1311 -0.3314
H -3.0751 0.3131 -3.1960 0.1368 -0.1205 0.0941
H -4.3047 1.1929 -4.0607 0.4378 0.2722 0.5396
H -5.3923 -0.1397 -2.1894 0.0457 -0.0329 -0.5806
H -5.5250 1.6291 -2.0607 -0.4727 -0.0238 0.1992
C 4.5520 4.5814 -4.8140 -0.2912 -0.5020 -0.1846
C 5.6501 3.8354 -4.0114 -0.0095 -0.5488 -0.9684
C 5.1243 2.7433 -3.0607 -0.2948 0.2199 -0.0077
C 4.5646 3.3048 -1.8486 -0.0535 0.0955 -0.7492
N 4.1411 3.8548 -0.9444 -0.4965 0.3608 1.0378
H 3.9090 5.1530 -4.1621 -0.2543 0.1145 0.4799
H 3.8635 3.9465 -5.4294 0.7888 0.0590 0.7007
H 4.9424 5.3172 -5.5082 0.4837 0.0168 -0.0589
H 6.2983 4.5159 -3.4438 -0.3327 0.0067 -0.1653
H 6.3250 3.2849 -4.6963 -0.3254 0.4418 0.0998
H 5.9299 2.1289 -2.7155 0.6991 -0.5178 -0.0217
H 4.3777 2.0792 -3.5036 0.0426 0.1765 -0.1995
C -3.9854 4.7369 1.8656 0.1048 0.4936 -0.2097
C -3.6233 5.0442 0.4154 -0.8761 0.4212 -0.1602
C -2.1924 4.6958 0.0696 1.0174 0.0911 0.4135
C -1.2132 5.5849 0.7992 -1.1774 -1.0550 -0.6180
N -0.5101 6.2886 1.3663 0.3830 0.2121 0.1506
H -5.0650 4.9663 1.9695 0.6780 -0.1622 0.4375
H -3.3524 5.3343 2.5587 -0.6209 -0.2965 -0.2912
H -3.7878 3.6817 2.0500 -0.1895 -0.1326 0.2859
H -3.7490 6.1177 0.2025 -0.1913 -0.2728 0.0339
H -4.3591 4.4945 -0.2221 0.8416 0.3048 0.1481
H -1.9872 4.8299 -0.9923 -0.0163 -0.0605 -0.0989
H -1.9853 3.6483 0.3379 0.1087 0.2371 -0.0203
C -3.7877 -5.0042 6.4887 -0.3768 -0.5261 0.5712
C -3.6071 -4.7515 5.0065 0.3492 -0.6975 -0.0309
C -2.1759 -5.1356 4.5725 0.2120 0.0179 0.6442
C -1.9676 -6.5916 4.4544 -0.3168 0.4595 -0.1503
N -1.8656 -7.7164 4.2508 0.0957 -0.1109 0.1399
H -4.7927 -4.7728 6.8611 0.1655 0.1241 -0.2300
H -3.0756 -4.4307 7.0756 0.0807 0.2331 0.0568
H -3.6168 -6.0581 6.7586 0.0172 0.1974 -0.2701
H -3.7712 -3.7043 4.7641 -0.0275 0.0574 -0.0864
H -4.2894 -5.3804 4.4250 -0.1299 0.2892 0.0385
H -1.4556 -4.7444 5.3255 -0.2916 -0.1355 -0.6156
H -1.9656 -4.7158 3.5958 0.2456 0.1970 -0.1355
C -1.5958 -4.4551 0.8354 -0.1014 1.0774 -1.3227
C -1.5024 -4.4443 -0.7209 -0.0090 -0.5678 0.6955
C -1.8529 -3.0879 -1.3469 -0.0289 -0.9386 -0.6747
C -3.2994 -2.8755 -1.3376 -1.2339 1.0618 0.3455
N -4.4231 -2.5931 -1.2481 1.3701 -0.5684 -0.3119
H -0.8774 -3.6861 1.1783 -0.2998 -0.5402 0.3280
H -1.3943 -5.4627 1.1999 0.0061 0.2009 0.2466
H -2.6086 -4.0996 1.1061 0.4279 -0.3460 0.1879
H -2.1085 -5.2683 -1.1058 -0.1512 0.2228 -0.2111
H -0.4886 -4.6859 -1.0179 0.3456 -0.0028 -0.0071
H -1.4928 -3.0407 -2.4002 -0.2797 0.1150 0.6927
H -1.3935 -2.3111 -0.7400 -0.0716 0.4274 0.0364
C 1.9424 -6.3339 0.7469 -0.0547 -0.2375 0.1387
C 2.8748 -5.1422 0.7880 -0.4528 0.4440 0.7975
C 3.9560 -5.2357 1.8571 -0.2666 0.1789 1.1201
C 4.9951 -6.2246 1.6462 -0.1999 0.4461 -0.1253
N 5.9206 -6.8798 1.5150 0.5667 -0.7427 -0.1904
H 1.2712 -6.3932 1.6268 0.4524 0.0144 -0.3839
H 2.5472 -7.2511 0.6822 -0.4476 0.0792 -0.0696
H 1.3237 -6.2157 -0.1458 -0.0768 -0.3903 0.0895
H 2.2719 -4.2430 0.9917 0.2972 -0.0793 -0.0802
H 3.3231 -5.0223 -0.1804 0.3592 0.1600 -0.5167
H 3.5386 -5.4366 2.8611 -0.1815 -0.0726 -0.4395
H 4.4833 -4.3011 2.0399 -0.0428 0.2322 -0.3380
C 2.3818 -1.7717 -2.1045 -0.5412 0.1262 -1.1495
C 2.7216 -2.1930 -3.5646 0.8331 -0.3417 1.3469
C 2.0157 -1.2947 -4.5440 -0.9319 -0.0033 -1.0449
C 0.5413 -1.5645 -4.5241 0.3040 0.6102 0.3242
N -0.5943 -1.7161 -4.3922 0.5112 -0.0306 -0.2206
H 2.7351 -2.4464 -1.3345 0.1244 -0.2275 -0.0107
H 1.2838 -1.7342 -2.0843 0.2785 -0.0186 0.4849
H 2.7460 -0.7596 -1.8831 -0.0478 -0.1927 -0.0941
H 2.4708 -3.2538 -3.7151 -0.0563 0.3462 -0.0554
H 3.7989 -2.1090 -3.7396 -0.0458 -0.0133 -0.0061
H 2.3651 -1.4615 -5.5807 -0.1357 0.0463 0.4491
H 2.1836 -0.2306 -4.3112 -0.2278 -0.3346 -0.0667
C -0.0024 5.4458 -3.4866 -0.1327 0.5103 0.7509
C 0.9128 5.0733 -2.3179 0.1478 -0.0821 -0.5163
C 0.9260 3.5762 -1.9876 0.4707 0.2467 -1.0452
C 1.3450 2.7666 -3.1678 -0.2665 0.1036 0.5371
N 1.6943 2.1258 -4.0577 -0.0139 0.1838 0.1316
H 0.2352 6.4641 -3.7892 -0.1517 0.0653 -0.1192
H -1.0559 5.4256 -3.1963 -0.0083 -0.0606 -0.0494
H 0.1235 4.8061 -4.3467 0.1660 -0.3085 -0.2552
H 0.6441 5.5749 -1.3881 -0.0993 0.2326 -0.1130
H 1.9281 5.4034 -2.5719 -0.0852 -0.1954 0.2013
H -0.0697 3.2550 -1.6685 0.3108 -0.2084 0.1657
H 1.7173 3.4468 -1.2516 -0.3499 -0.4107 0.3795
C -2.2802 2.7819 -6.6865 0.5953 0.0488 0.9729
C -1.2370 1.7431 -6.2426 0.6793 0.2323 0.0098
C -0.9026 0.7636 -7.3753 -0.4689 -0.2317 -0.2170
C -2.0648 -0.0859 -7.7611 0.8413 1.2373 0.1053
N -3.0263 -0.5272 -8.1945 -0.5242 -0.5991 -0.0283
H -1.9074 3.3819 -7.5252 -0.1331 -0.3444 -0.0388
H -2.4213 3.4998 -5.8641 -0.2428 -0.2290 -0.1937
H -3.2174 2.2977 -6.9247 -0.2958 0.0961 -0.1930
H -1.4805 1.1575 -5.3476 -0.4314 0.2586 -0.1348
H -0.3129 2.2848 -5.9605 -0.2606 -0.3455 -0.2767
H -0.0592 0.1134 -7.1501 0.0628 0.0936 0.0877
H -0.6764 1.3594 -8.2665 0.1729 -0.2526 0.0009
```
Forces are in eV/Å.

The value obtained for the energy is -3178.21271 a.u. The calculation puts the LUMO energy at 0.20 eV. For the gap between HOMO and LUMO, the calculation gives 8.338 eV. The total charge is 0.

***

Record 3
ORCA calculation (wB97M-V/def2-TZVPD) on 3 unconnected molecules or ions with the total composition C29H57N7O6P2S in a non-equilibrium geometry.

```
102
Properties=species:S:1:pos:R:3:forces:R:3
C 7.7924 -0.0769 0.1402 -0.5712 0.5273 -0.8066
C 7.0207 1.0209 -0.6365 -0.3128 0.3963 0.0719
S 5.3710 0.3828 -1.1387 0.4260 -0.0382 -0.2428
C 4.8961 1.5014 -2.4994 -0.2788 0.6542 -0.2079
C 3.5884 2.2187 -2.2034 0.9422 -0.7279 -0.4484
C 3.5835 3.4233 -1.5074 0.3466 0.6111 0.5933
C 2.4256 4.1181 -1.2119 -0.4284 -0.3255 -0.2504
C 1.2067 3.5956 -1.6554 -0.3421 0.7357 0.2440
C 1.2249 2.4250 -2.3512 -0.3411 -1.7431 -1.1534
C 2.3877 1.6968 -2.6325 -0.0672 0.7304 0.1944
C 2.0556 0.4157 -3.3901 0.4120 1.5137 0.7044
O 2.8310 -0.3647 -3.8846 -0.6983 -0.1175 0.3503
N 0.6603 0.4006 -3.4007 0.3871 -1.1779 0.4508
C -0.0457 -0.8686 -3.1727 -1.7629 -0.2235 -1.1197
C -0.8808 -0.9259 -1.8862 0.2178 -0.5220 0.3183
C -0.0529 -0.8308 -0.5736 -0.7622 0.0896 -0.0797
C -0.4280 0.3485 0.3379 1.1285 -0.4214 0.3255
O -1.8354 0.6218 0.3255 0.0605 0.1193 0.2215
C -2.1460 1.6810 1.1322 -0.1054 1.1068 0.7374
C -1.5933 3.0456 0.7075 -0.0795 -0.4939 -0.9563
O -2.8415 1.5784 2.1089 0.1438 -0.4797 -0.6646
C 0.0978 1.6204 -2.9809 0.0154 0.5716 0.2446
O -1.0535 1.9302 -3.1600 0.3556 -0.1576 0.4079
H 7.0639 -0.8221 0.4797 0.3586 0.1285 0.3518
H 8.3281 0.4054 0.9614 0.0019 -0.4435 -0.0126
H 8.4797 -0.5838 -0.5460 -0.0366 0.0758 0.3065
H 7.5656 1.3851 -1.5164 -0.1270 -0.3032 0.1233
H 6.8239 1.9057 -0.0146 0.2078 -0.2921 0.0020
H 4.7820 0.9437 -3.4332 0.1431 -0.0803 0.3054
H 5.6607 2.2743 -2.6604 0.0169 -0.3694 0.2153
H 4.5214 3.8498 -1.1471 -0.0628 -0.2625 -0.1919
H 2.4418 5.0560 -0.6634 0.1121 -0.1832 -0.0639
H 0.2655 4.1015 -1.4576 0.1536 -0.0391 -0.0732
H 0.6117 -1.7423 -3.2351 0.4091 0.6158 0.0340
H -0.7553 -0.9878 -4.0089 0.1953 -0.1058 0.2125
H -1.3527 -1.9208 -1.8755 0.0920 0.2548 -0.2482
H -1.7226 -0.2243 -1.9137 0.4023 0.0541 0.0540
H -0.2058 -1.7455 0.0141 0.0702 0.1266 -0.2766
H 1.0202 -0.7793 -0.8091 -0.1890 0.1031 0.1967
H 0.2001 1.2196 0.0977 -0.5186 0.0720 -0.0526
H -0.1651 0.0599 1.3681 0.0469 0.2490 -0.2418
H -0.5839 3.2189 1.0947 -0.2040 -0.1476 0.0418
H -2.2661 3.8501 1.0124 0.1129 -0.2841 0.2137
H -1.5454 3.0386 -0.3927 0.1125 0.1227 0.2710
C 2.7800 -0.0639 4.9293 -0.4320 0.1382 0.1132
N 3.2857 0.8053 3.8895 0.5474 -0.4824 0.3824
C 4.0277 0.0795 2.8638 0.1315 0.5308 -0.4404
P 2.6541 2.3196 3.3824 -2.1857 -3.1993 5.6853
O 1.6072 1.8154 2.4034 2.1111 1.8443 -2.2859
N 1.5307 3.1367 4.4299 -0.8269 0.9098 -0.4389
C 1.1019 2.6514 5.7283 0.4833 -0.1009 0.2865
C 0.3643 3.7039 3.7497 -0.0072 -0.0842 -0.2330
N 3.9565 3.1065 4.2000 0.3082 1.6381 -2.7599
C 4.7244 2.6528 5.3399 0.4557 -0.9531 -0.1871
C 4.0612 4.5458 3.9595 -0.1408 0.0553 0.0605
H 3.5856 -0.6942 5.3137 0.0756 -0.0724 -0.1886
H 1.9658 -0.7096 4.5760 -0.0251 -0.0777 0.1049
H 2.4269 0.4848 5.7989 -0.1015 0.1290 -0.1123
H 5.0209 0.5284 2.7286 0.0164 -0.0326 -0.1038
H 3.5161 0.1043 1.8963 0.0165 -0.0630 -0.0160
H 4.1842 -0.9671 3.1226 -0.1461 0.0642 0.2301
H 0.5631 1.6987 5.6479 -0.0067 -0.0133 0.1129
H 0.4229 3.3681 6.1944 0.0032 0.1068 -0.1845
H 1.9318 2.5516 6.4290 0.0722 -0.1975 -0.0769
H -0.4245 2.9631 3.5716 -0.0382 0.0382 -0.0541
H 0.6530 4.1399 2.7939 -0.0289 -0.1094 -0.0298
H -0.0516 4.5239 4.3421 0.0798 -0.1200 0.1769
H 4.1030 2.4229 6.2084 -0.1071 -0.0245 -0.0542
H 5.4377 3.4178 5.6523 -0.1489 0.1913 -0.2340
H 5.3134 1.7671 5.0980 -0.0877 -0.0410 0.0816
H 3.4986 5.1194 4.7038 0.0156 0.0110 0.0044
H 3.6708 4.7967 2.9712 -0.0842 0.0209 0.0444
H 5.1027 4.8756 3.9713 0.0052 -0.0758 0.0043
C -4.5749 -3.0659 -4.3881 0.2110 0.2557 0.3114
N -4.9014 -4.3691 -3.8586 -0.2016 0.1763 -1.0564
C -4.4262 -5.4511 -4.7126 -0.1959 -0.4657 0.3672
P -5.1591 -4.8094 -2.2190 0.5465 6.7516 -2.3667
O -3.7010 -5.0223 -1.8517 -1.2561 -3.3698 0.7306
N -5.4507 -3.5287 -1.0858 0.1309 -0.1517 1.4570
C -5.5203 -2.1152 -1.4153 -0.3750 0.0018 -0.4371
C -4.7163 -3.6584 0.1762 0.1284 -0.2244 0.0132
N -6.8528 -4.8634 -2.5786 0.0249 -2.8388 1.7136
C -7.5958 -4.1466 -3.5928 0.3709 -0.2088 -0.9690
C -7.6965 -5.4036 -1.5120 0.0139 0.1043 0.1163
H -4.8928 -2.9925 -5.4314 0.1097 -0.1966 -0.0884
H -3.4978 -2.8583 -4.3301 0.0139 0.1742 -0.0940
H -5.1047 -2.2565 -3.8938 0.0301 -0.0902 0.2231
H -5.2508 -6.1343 -4.9556 0.0352 -0.0696 -0.0201
H -3.6382 -6.0368 -4.2287 0.0534 0.0281 -0.0416
H -4.0267 -5.0847 -5.6575 -0.0548 0.2124 0.0858
H -4.5643 -1.7511 -1.8134 -0.0482 0.1283 -0.0254
H -5.7454 -1.5230 -0.5263 0.0488 -0.2222 0.1458
H -6.3268 -1.8835 -2.1118 0.1149 -0.0970 -0.2011
H -3.6860 -3.2902 0.1049 0.0278 -0.0427 0.0450
H -4.6902 -4.6975 0.5012 0.1487 0.0099 -0.0785
H -5.2324 -3.1071 0.9672 -0.0590 0.1416 -0.1768
H -7.4816 -3.0627 -3.5189 0.1096 0.0084 0.0569
H -8.6632 -4.3604 -3.5110 0.0810 -0.1673 0.2816
H -7.2998 -4.4529 -4.5970 0.0267 0.1177 0.0129
H -8.0565 -4.6126 -0.8453 -0.0246 -0.0035 -0.0022
H -7.1383 -6.1250 -0.9125 0.0139 0.0733 0.0606
H -8.5556 -5.9420 -1.9191 0.0377 0.0147 -0.0534
```
Forces are in eV/Å.

The value obtained for the energy is -3054.67809 a.u. The calculation puts the energy above the lowest of the compared OMol25 structures with the same formula, charge and spin at 34.0 kcal per mole. The calculation puts the LUMO energy at -0.37 eV. For the gap between HOMO and LUMO, the calculation gives 7.523 eV. The total charge is 0.

***

The highest energy belongs to which entry? C4H14NOS